The following is a DFT calculation (ωB97M-V with the def2-TZVPD basis set) of a 2-piece molecular cluster, C5H14NO overall.

Summary:
frontier orbital gap: 0.263 hartree
strongest force on any atom: 0.7 eV/A
relative energy (zero: lowest compared OMol25 entry of this formula, charge and spin): 0.094 eV
E_LUMO: 0.159 hartree
total charge: -1
E_tot: -328.8903 hartree

The geometry in XYZ format:
```
21
C5H14NO | OMol25 | ωB97M-V with the def2-TZVPD basis set
O -0.251 -0.629 0.207
N -1.297 -0.442 -2.377
C -0.511 0.763 -2.637
C 1.442 0.190 2.464
C 0.239 -1.543 1.073
C 0.436 -0.964 2.485
C -0.903 1.854 -1.657
H -0.745 1.484 -0.649
H -0.419 -2.436 1.182
H 0.716 -1.731 3.202
H 1.129 0.878 1.685
H -1.970 2.069 -1.758
H -0.531 -0.568 2.791
H 1.240 -1.940 0.760
H -0.736 1.089 -3.651
H -0.308 2.758 -1.787
H 2.460 -0.181 2.257
H -1.007 -1.157 -3.027
H 1.511 0.699 3.437
H 0.577 0.573 -2.573
H -1.072 -0.767 -1.425
```